No. 1
# C6H42NO14

15 unconnected molecules or ions with the total composition C6H42NO14 in a non-equilibrium geometry (the ωB97M-V functional and the def2-TZVPD basis, OMol25).

Each line ends with the natural charge from an NBO analysis.
Atoms and positions in Å:
C: 0.07646 -0.45382 -0.47761  -0.2403
C: 1.15395 -0.35231 0.59445  -0.4928
C: 1.46684 -1.82501 1.02598  -0.4436
C: 0.13130 -3.70584 2.04869  -0.4621
C: 0.43439 -2.43191 1.98360  0.0196
C: -0.17309 -1.38085 2.97221  -0.6538
N: -1.33341 -0.27156 0.10882  -0.7317
H: -0.01231 -1.56457 -0.84880  0.2412
H: -0.01721 0.14145 -1.45727  0.2506
H: 1.88870 0.13108 0.02452  0.2504
H: 0.96684 0.20984 1.51791  0.2621
H: 1.50931 -2.58632 0.18082  0.2217
H: 2.48077 -1.86180 1.51814  0.2419
H: 0.56781 -4.62127 1.53344  0.2188
H: -0.55046 -4.07020 2.95538  0.2041
H: 0.61301 -0.60834 2.94972  0.2130
H: -1.14916 -1.17785 2.74814  0.2161
H: -0.21497 -1.69567 4.01152  0.2312
H: -1.42200 0.65856 0.56302  0.4619
H: -2.03245 -0.35710 -0.59603  0.4390
H: -1.62437 -1.01129 0.83451  0.4551
H: 0.38983 -3.71997 -2.72342  0.4728
H: -0.01209 -4.29258 -1.40518  0.4823
O: -0.17200 -3.52809 -2.05265  -0.9443
H: 4.27307 0.13156 0.62598  0.4972
H: 4.75328 -0.40323 2.06334  0.4789
O: 4.33080 0.20484 1.54454  -0.9827
H: 0.98493 2.79382 -0.72670  0.5359
H: 1.57249 4.32619 -0.45627  0.5107
O: 1.41309 3.46744 -0.15068  -1.0188
H: 1.72970 2.12717 2.67693  0.5019
H: 1.10824 2.75270 1.48978  0.4915
O: 0.82049 2.12593 2.12726  -0.9843
H: -3.33707 -1.26051 -2.57817  0.4832
H: -4.37937 -1.62989 -1.74304  0.4793
O: -3.74180 -0.98745 -1.79295  -0.9514
H: -2.10228 1.75377 -0.66013  0.4848
H: -1.43602 3.06112 -0.13426  0.5069
O: -1.29945 2.26367 -0.72251  -1.0323
H: 1.13719 -1.63524 -3.05768  0.4770
H: 2.32671 -0.74927 -3.80968  0.4810
O: 2.11763 -1.63462 -3.44311  -0.9573
H: -0.82216 1.54901 2.55479  0.4930
H: -1.64288 0.92340 3.70059  0.4793
O: -1.57311 1.10519 2.81022  -0.9754
H: -3.38613 -2.87341 1.56436  0.4846
H: -2.15179 -3.62046 0.89171  0.4942
O: -2.86938 -3.00017 0.74913  -0.9683
H: -0.67919 1.09990 -4.05940  0.4553
H: 0.39120 0.38811 -4.82542  0.4709
O: -0.48884 0.87970 -4.89508  -0.9244
H: -4.41658 2.09193 -0.43902  0.5055
H: -4.20184 0.50776 -0.26951  0.5036
O: -3.76744 1.38060 -0.14346  -0.9825
H: 4.24015 1.75399 -0.80671  0.5170
H: 2.68647 1.74899 -0.04738  0.5067
O: 3.34315 1.26735 -0.55275  -1.0098
H: 2.28909 1.53725 -2.57769  0.4886
H: 1.39565 2.27981 -3.51143  0.4885
O: 1.41267 1.48635 -2.92523  -0.9742
H: -1.71498 4.54411 1.61630  0.5064
H: -0.21519 4.16882 1.06776  0.4867
O: -1.06625 4.44922 0.83569  -0.9602

Its molar mass is 352.395 g mol⁻¹. Its spin multiplicity is 1. Its total charge is +1. As for the total energy: -1361.5567 Eh. As for the gap between HOMO and LUMO: 9.9142 eV. Its highest occupied orbital energy is -12.3 eV. For the energy relative to the best compared isomer or geometry (same formula, charge and spin), the calculation gives 6.7861 eV.

***

No. 2
# C6H4BrClFNO2

A single C6H4BrClFNO2 molecule in a non-equilibrium geometry (the ωB97M-V functional and the def2-TZVPD basis, OMol25).

Each line ends with the natural charge from an NBO analysis.
Atoms and positions in Å:
O: -2.05894 -0.03239 1.61767  -0.3214
N: -1.55359 0.99101 1.27332  0.5144
O: -1.71986 2.08187 1.74122  -0.3449
C: -0.48919 0.71201 0.26612  -0.0680
Br: -0.22723 2.36412 -0.78853  0.1060
C: -0.95716 -0.32469 -0.65822  0.4147
F: -2.31010 -0.55212 -0.77977  -0.3142
C: -0.10033 -1.05827 -1.44561  -0.3019
C: 1.32629 -0.77646 -1.29109  -0.1393
C: 1.75046 -0.08939 -0.14392  -0.2624
C: 0.76309 0.12093 0.89960  -0.2025
Cl: 0.28138 -1.44330 1.91396  -0.0698
H: -0.46763 -1.78459 -2.11202  0.2415
H: 1.87123 -1.05511 -2.23848  0.2369
H: 2.83348 0.08757 -0.00814  0.2472
H: 1.05811 0.75880 1.75389  0.2636

Its molar mass is 256.458 g mol⁻¹. Its spin multiplicity is 1. As for the total energy: -3570.1672 Eh. As for the gap between HOMO and LUMO: 8.1676 eV. Its highest occupied orbital energy is -9.3 eV. For the energy relative to the best compared isomer or geometry (same formula, charge and spin), the calculation gives 0.0000 eV.

***

No. 3
# C6H4BrClN2O5SW

A molecular structure, C6H4BrClN2O5SW in a non-equilibrium geometry (the ωB97M-V functional and the def2-TZVPD basis, OMol25).

Each line ends with the natural charge from an NBO analysis.
Atoms and positions in Å:
W: 1.15300 1.09747 -0.02649  1.5980
O: -3.97205 -0.95663 0.18662  -0.5717
C: -2.66518 -0.83678 0.12259  0.4382
C: -1.79294 -1.96398 0.23126  -0.2457
C: -0.43796 -1.81297 0.17967  0.0741
N: 0.00207 -0.54364 -0.01018  -0.4544
C: -0.79712 0.48778 -0.08127  0.0925
Br: 0.43578 3.34501 0.35489  0.0649
C: -2.15732 0.46319 -0.02791  -0.2743
H: -4.27397 -1.86599 0.31647  0.5198
H: -2.20375 -2.95726 0.36544  0.2715
H: 0.27229 -2.62274 0.25547  0.2646
H: -2.79833 1.33085 -0.07187  0.2906
O: 3.92332 0.33261 2.56614  -0.5505
Cl: 2.96398 0.61037 1.61103  2.4370
O: 3.09607 1.86953 0.81280  -0.6917
O: 1.52999 0.74486 2.08787  -0.7219
O: 2.75246 -0.38942 0.50188  -0.7130
S: 1.88174 1.28214 -4.51646  0.6553
C: 1.64473 1.21952 -3.04921  0.1528
N: 1.44319 1.16608 -1.80874  -0.6360

Its molar mass is 515.371 g mol⁻¹. Its spin multiplicity is 1. Its total charge is +2. As for the total energy: -4215.3111 Eh. As for the gap between HOMO and LUMO: 7.2939 eV. Its highest occupied orbital energy is -17.5 eV. For the energy relative to the best compared isomer or geometry (same formula, charge and spin), the calculation gives 0.1008 eV.